ORCA calculation (wB97M-V/def2-TZVPD) on 6 unconnected molecules or ions with the total composition C10H19Cl3F6O9S2 in a non-equilibrium geometry.

Calculated values
LUMO ... 3.66 eV
DFT total energy ... -3845.6203 a.u.
Frontier orbital gap ... 2.5 eV
Strongest force on any atom ... 0.1548 hartree/bohr
Highest occupied orbital energy ... 1.18 eV
Spin multiplicity ... 1
Net charge ... -2

Each line ends with the Mulliken charge.
Atoms and positions in Å:
O: 0.01745 -0.14710 -0.51196  0.22
H: -0.70016 -0.18364 0.12467  0.34
H: 0.54432 0.65198 -0.43794  0.46
H: -0.32157 -0.29905 -1.39716  0.38
C: 2.09432 0.59296 5.11808  -1.75
C: 1.38450 1.12840 3.78336  0.63
C: 1.08205 0.04810 2.78850  -0.20
O: 0.32720 2.04331 4.12873  -0.93
H: 1.55481 -0.23530 5.57746  0.37
H: 2.29841 1.41529 5.80380  0.40
H: 3.03518 0.15023 4.79121  0.37
H: 2.20286 1.76558 3.44812  -0.03
H: 0.47328 0.36076 1.94013  -0.56
H: 0.57952 -0.82845 3.19744  0.39
H: 2.01994 -0.32883 2.38058  0.26
C: -4.50360 0.05735 1.62412  0.42
F: -4.78809 0.51200 0.41010  -0.23
F: -5.20027 0.77100 2.53719  -0.23
F: -4.92473 -1.21025 1.68369  -0.24
S: -2.59643 0.06126 1.97531  1.18
O: -2.24826 1.51685 2.11414  -0.54
O: -2.39765 -0.57601 3.23297  -0.61
O: -2.02952 -0.60052 0.84124  -0.82
C: 0.91041 4.85256 -1.05321  0.40
F: 2.23939 4.89048 -1.24880  -0.22
F: 0.42448 5.99512 -0.73238  -0.17
F: 0.37850 4.42225 -2.25256  -0.25
S: 0.46418 3.42305 0.21481  1.16
O: 1.08102 3.73950 1.51750  -0.62
O: -1.00234 3.35519 0.38870  -0.66
O: 1.01035 2.09938 -0.32357  -0.72
C: 3.28717 0.54268 -2.06667  0.19
Cl: 3.06413 -0.84839 -0.94493  -0.14
Cl: 1.86635 0.54904 -3.00918  -0.11
Cl: 4.85991 0.38567 -2.84200  -0.18
H: 3.21766 1.50354 -1.55674  0.16
C: -0.28868 -3.76929 -3.94738  -0.66
C: -1.53905 -3.95051 -3.04356  -0.57
C: -1.76530 -2.51009 -2.55693  -0.44
O: -0.47917 -1.84056 -2.51069  -0.36
C: 0.44813 -2.73242 -3.16549  -0.49
H: -0.58601 -3.35805 -4.91205  0.27
H: 0.40285 -4.59078 -4.13456  0.37
H: -1.19638 -4.63766 -2.26993  0.29
H: -2.40409 -4.31785 -3.59569  0.36
H: -2.19227 -2.28772 -1.57900  0.27
H: -2.40875 -2.07112 -3.31941  0.25
H: 1.07790 -3.19920 -2.40812  0.28
H: 1.22608 -2.31073 -3.80195  0.34